# 1
Here is C36H69Br2Cl5CsIKN3O16P2S2 as an isolated structure in a non-equilibrium geometry from the Open Molecules 2025 dataset. Energies are from ωB97M-V/def2-TZVPD.

- calculated total energy (hartree) = -12625.8500
- Kohn-Sham gap (Ha) = 0.05167
- charge = 0
- HOMO energy (eV) = -4.92

The geometry in XYZ format:
```
138
C36H69Br2Cl5CsIKN3O16P2S2 | the Open Molecules 2025 dataset | ωB97M-V/def2-TZVPD
Cs -0.137 2.361 0.602
I -1.064 -0.139 1.722
Br -7.463 4.726 -4.579
Br 5.400 0.579 0.814
K -5.527 -2.828 0.679
Cl -2.073 0.853 9.993
Cl -3.100 3.569 10.046
Cl 4.561 4.733 -0.450
Cl -0.969 2.852 8.204
Cl 4.990 -7.519 -0.096
S 1.978 2.878 -1.299
S 6.055 -6.034 0.796
P 0.778 -1.656 2.457
P -7.313 2.757 -7.608
O 2.993 -0.434 2.890
O -3.600 -4.615 1.835
O 6.871 -6.614 1.807
O 1.265 2.346 -2.475
O 0.811 -1.676 -0.770
O 0.297 -3.087 1.777
O 6.805 -5.277 -0.144
O -7.818 4.116 -6.757
O -8.554 2.349 -8.316
O -1.829 0.247 -7.121
O -2.404 -2.248 -0.748
O 2.489 4.169 -1.586
O -5.740 3.232 -7.348
O -7.245 1.692 -6.371
O -1.312 2.858 -5.955
O -0.157 -7.526 2.356
N 7.345 0.867 4.273
N 3.292 1.007 0.483
N 3.824 1.490 3.822
C -1.423 1.032 5.683
C 3.514 -4.817 1.011
C 9.834 0.683 5.504
C -0.302 -1.561 -1.646
C -3.045 -3.399 1.311
C 8.085 1.948 4.506
C -1.237 -2.734 -1.455
C -3.159 -3.306 -0.251
C -5.403 4.460 -9.449
C -1.672 2.563 9.799
C 3.117 3.188 1.948
C -10.251 4.272 -6.351
C 0.424 2.913 5.601
C 3.344 1.738 -0.827
C -5.635 0.049 -7.107
C 1.534 -0.475 -0.722
C -2.381 -5.656 3.682
C -0.589 1.869 5.814
C 7.845 -0.306 4.654
C 2.659 1.727 1.632
C 2.736 0.974 3.017
C -9.056 4.774 -7.135
C 9.330 1.912 5.113
C 2.659 -0.378 0.389
C 9.077 -0.453 5.272
C -0.150 3.158 -5.366
C 1.769 2.381 5.009
C -3.376 -4.589 3.253
C -4.860 3.436 -8.470
C 2.451 -1.103 1.751
C 1.429 1.364 3.916
C 3.309 -2.388 1.755
C -7.053 0.312 -6.639
C 3.116 -3.382 0.610
C 4.317 3.781 1.738
C 4.917 -4.920 1.629
H 7.650 2.889 4.185
H -6.314 4.094 -9.938
H -3.002 -3.626 3.598
H 3.808 -3.127 -0.196
H -8.906 5.835 -6.939
H 0.617 3.518 6.478
H 3.470 -0.922 -0.094
H -0.716 -3.518 -0.907
H -11.170 4.721 -6.735
H -10.152 4.528 -5.299
H 3.513 -5.372 0.072
H 3.904 0.813 4.579
H -2.533 -5.966 4.714
H -4.221 -3.199 -0.539
H 3.232 -2.861 2.741
H -0.519 -7.980 3.174
H 5.430 -3.966 1.683
H -0.894 -0.653 -1.500
H -2.326 0.476 5.676
H 2.745 -5.296 1.618
H 0.320 -6.620 2.593
H 5.097 3.491 1.063
H 0.193 2.435 -4.603
H -2.411 -6.531 3.043
H 0.027 3.607 4.856
H 4.330 -2.006 1.716
H 9.433 -1.432 5.562
H -5.658 5.386 -8.934
H 0.464 -8.133 1.854
H -10.337 3.187 -6.408
H 1.080 0.440 4.370
H -5.478 0.436 -8.118
H 0.628 1.851 3.332
H 0.770 0.341 -0.706
H -4.679 2.482 -8.971
H 0.979 3.030 -0.333
H -5.420 -1.020 -7.125
H 4.709 1.405 3.323
H 3.532 1.094 -1.679
H -7.248 -0.213 -5.702
H -0.117 4.117 -4.796
H -7.778 -0.050 -7.374
H 0.096 -1.528 -2.663
H 1.980 -0.392 -1.715
H -1.605 -3.042 -2.433
H 0.872 -3.777 2.159
H 2.341 1.945 5.819
H -4.669 4.673 -10.225
H 2.236 3.260 4.587
H 2.132 -3.447 0.159
H 9.889 2.823 5.275
H 0.743 3.259 -6.018
H -0.940 2.825 10.550
H 10.802 0.611 5.983
H 7.221 -1.169 4.449
H -1.385 -5.216 3.632
H -1.979 -3.438 1.525
H -9.221 4.661 -8.204
H 1.558 1.757 1.395
H -4.323 -4.757 3.771
H 4.233 2.380 -0.773
H -4.917 0.544 -6.456
H -2.795 -4.241 -0.674
H 4.560 4.589 2.410
H -3.476 -2.526 1.863
H 2.371 3.790 2.456
H -3.908 3.774 -8.062
H 4.825 -5.311 2.640
H -2.008 1.175 -6.904
```


# 2
Here is C36H70As2ClOPS4SbSi2Tc as an isolated structure from the Open Molecules 2025 dataset. Energies are from ωB97M-V/def2-TZVPD.

- calculated total energy (hartree) = -9254.3825
- Kohn-Sham gap (Ha) = 0.14799
- charge = +2
- HOMO energy (eV) = -12.29

The geometry in XYZ format:
```
119
C36H70As2ClOPS4SbSi2Tc | the Open Molecules 2025 dataset | ωB97M-V/def2-TZVPD
Sb 0.899 4.670 -2.498
Tc 1.030 0.706 -1.144
As 3.703 0.464 2.323
As 2.601 -1.162 -0.615
Cl -0.111 -0.816 3.817
S 1.083 2.743 -0.234
S 2.435 1.111 -2.737
S 2.639 5.970 -2.738
S 1.694 2.637 -3.861
P -1.963 -0.993 -1.881
Si -0.179 3.706 2.384
Si 2.901 4.529 1.457
O -0.711 -0.312 -1.265
C 3.013 -3.571 3.487
C -5.961 -0.068 -0.199
C -0.880 5.342 1.843
C -3.102 -3.760 1.298
C 2.838 1.018 4.001
C 4.175 3.845 0.275
C 2.335 6.247 1.003
C -5.717 -0.765 -1.533
C -4.640 -0.048 -2.337
C -1.120 -2.848 0.080
C 3.241 -2.207 3.479
C -1.862 -1.032 -3.711
C -1.884 -2.722 -1.252
C 5.482 0.162 3.072
C -1.999 -2.706 1.316
C -3.952 -3.603 0.045
C 2.683 -4.210 2.298
C 1.435 3.286 1.471
C 3.616 4.578 3.186
C -4.685 -0.015 0.635
C 0.127 3.670 4.227
C -2.488 -2.256 -4.428
C -0.297 -1.123 -5.669
C -3.536 0.652 -0.117
C -0.484 -2.627 -5.918
C -3.323 0.180 -1.567
C 3.121 -1.437 2.307
C 2.770 -2.095 1.110
C -1.431 -3.259 -4.886
C 0.531 -1.359 2.442
C -1.413 2.355 1.959
C 2.574 -3.476 1.122
C -3.130 -3.637 -1.242
C 4.476 -0.904 -1.046
C 2.194 -2.625 -1.834
C -0.419 -0.800 -4.185
H -0.287 -2.141 0.094
H 1.507 6.271 0.296
H 5.033 -1.770 -0.692
H -1.390 -2.838 2.217
H 1.864 1.464 3.813
H -1.825 2.517 0.962
H -2.244 2.330 2.669
H 5.166 4.231 0.523
H 5.974 1.131 3.154
H 0.644 -0.663 1.611
H -3.726 -3.684 2.189
H -6.753 -0.572 0.356
H 2.320 -4.006 0.217
H 3.157 6.795 0.536
H -0.765 4.009 4.758
H -4.709 -4.386 -0.006
H -2.600 0.570 0.444
H -3.015 -1.886 -5.310
H -5.429 -1.806 -1.366
H -0.853 5.451 0.756
H 5.439 -0.301 4.057
H -0.872 -2.786 -6.924
H 3.861 3.587 3.576
H 0.951 4.318 4.527
H 3.122 -4.136 4.403
H 3.461 1.787 4.458
H -2.439 -1.701 1.358
H -1.924 5.420 2.154
H -5.017 0.943 -2.606
H 2.523 -5.281 2.278
H 1.371 -3.238 -1.485
H -2.752 -4.655 -1.383
H 4.847 0.004 -0.574
H -1.214 -3.105 -2.033
H 2.032 6.799 1.895
H -0.857 -3.620 -4.026
H -0.343 6.186 2.277
H -3.752 1.723 -0.172
H 1.924 -2.178 -2.790
H -1.050 -0.547 -6.214
H -4.861 0.544 1.557
H -2.640 -4.753 1.318
H -6.635 -0.796 -2.121
H -4.493 -2.661 0.114
H -6.310 0.952 -0.389
H -2.807 1.010 -2.076
H -3.783 -3.441 -2.089
H -1.919 -4.138 -5.308
H 3.550 -1.731 4.401
H 1.852 2.397 1.958
H -0.937 1.367 1.951
H 3.965 4.129 -0.758
H 6.064 -0.466 2.398
H 4.211 2.753 0.324
H 0.283 -1.425 -3.622
H 0.483 -3.133 -5.879
H 0.670 -0.789 -6.044
H -3.247 -2.744 -3.824
H 4.542 5.158 3.171
H 4.580 -0.812 -2.125
H 2.738 0.196 4.707
H -2.438 -0.150 -4.003
H 2.946 5.067 3.894
H 0.353 2.663 4.583
H 3.082 -3.241 -1.977
H -4.408 -1.024 0.945
H 0.759 -2.414 2.345
H -0.688 -3.855 0.097
H -4.465 -0.568 -3.281
H -0.142 0.236 -4.002
```


# 3
Here is a 11-piece molecular cluster, C36H70Br6F6N7O9S2 overall in a non-equilibrium geometry from the Open Molecules 2025 dataset. Energies are from ωB97M-V/def2-TZVPD.

- calculated total energy (hartree) = -19313.4235
- Kohn-Sham gap (alpha / beta) (Ha) = 0.28653 / 0.21746
- charge = 0
- HOMO energy (alpha / beta) (eV) = -7.94 / -7.93
- spin multiplicity = 2

The geometry in XYZ format:
```
136
C36H70Br6F6N7O9S2 | the Open Molecules 2025 dataset | ωB97M-V/def2-TZVPD
Br 5.576 7.039 -4.612
Br 5.214 5.148 5.035
Br 1.608 3.871 7.798
Br -1.225 2.230 -6.457
Br -2.541 -2.231 -5.069
Br 6.076 3.056 -2.166
S 1.019 -6.641 1.129
S 1.725 -4.404 0.101
F 4.124 -5.391 -0.894
F 1.602 -7.242 3.777
F 4.082 -5.389 1.232
F -0.533 -7.202 3.294
F 4.254 -3.471 0.287
F 0.754 -8.913 2.675
O 1.139 -4.816 -1.204
O 2.095 2.376 1.716
O 1.536 -2.959 0.275
O -0.109 -6.858 0.265
O 2.084 -2.257 3.094
O 2.281 -7.209 0.632
O -1.898 1.373 3.540
O 2.435 -3.898 4.325
O -0.083 -2.048 4.937
N -0.744 -0.317 6.314
N 0.296 0.800 -0.401
N 1.135 -0.928 -4.751
N -3.832 2.545 3.685
N -5.547 -6.131 -3.715
N -1.832 3.717 -2.707
N 1.016 -5.136 1.648
C -3.503 3.230 2.409
C -4.275 -3.474 -1.666
C 2.579 2.969 2.911
C 3.773 5.247 6.426
C -6.568 -4.224 -2.232
C 0.113 -0.317 -1.564
C 1.653 -4.461 -4.628
C 5.412 4.787 -2.718
C 1.208 0.230 0.756
C 0.710 -7.595 2.833
C -3.477 4.166 -4.634
C 3.215 3.799 6.560
C 1.568 -2.748 -6.618
C 1.461 1.152 2.020
C -1.930 -0.846 6.826
C -2.337 -0.234 -5.044
C 2.401 1.766 -1.481
C -6.032 -5.322 -3.053
C 4.230 -2.422 4.159
C 3.690 -4.669 0.150
C 2.855 -2.920 3.790
C 1.331 -1.722 -5.581
C 1.012 2.101 -1.004
C -5.083 3.034 4.326
C -0.218 0.768 7.174
C -2.566 3.931 -3.525
C -2.948 1.635 4.115
C 2.053 -4.021 -5.979
C -2.153 5.897 -5.997
C -0.908 -1.380 -1.070
C -1.958 0.379 -6.405
C 6.338 5.440 -3.736
C -5.637 -3.855 -1.133
C 0.158 -0.919 5.513
C -3.506 5.507 -5.242
C -1.105 1.282 0.042
H 0.512 0.524 7.946
H 3.119 -4.030 -6.207
H 1.715 -4.864 -6.580
H 0.512 1.600 2.317
H 3.088 1.479 -0.684
H -5.755 -4.728 -0.491
H -3.589 -3.231 -0.854
H 1.899 -5.505 -4.437
H 0.061 1.600 6.527
H -4.308 5.606 -5.975
H -0.427 -2.112 -0.421
H -4.284 -2.671 -2.403
H 4.577 -1.483 3.728
H 0.918 2.949 -0.326
H -1.791 0.082 -4.155
H -3.796 -4.331 -2.139
H 1.063 -0.835 -1.694
H -0.108 0.256 -2.464
H 0.604 -4.302 -4.377
H -2.111 5.333 -6.929
H -6.753 -3.446 -2.973
H -1.806 -1.290 7.814
H -3.026 2.581 1.675
H 3.495 2.445 3.185
H -3.291 1.148 5.041
H 1.087 -0.335 5.419
H -6.046 -3.140 -0.419
H 2.011 2.810 3.828
H -3.358 0.024 -4.765
H -5.277 2.408 5.197
H 5.214 5.415 -1.849
H 0.736 -0.701 1.069
H -1.332 5.695 -5.309
H -5.819 2.896 3.534
H 7.323 5.694 -3.344
H -4.359 4.068 -4.001
H -1.352 0.516 0.778
H 4.899 -3.240 3.894
H 2.822 4.030 2.854
H -5.060 4.074 4.650
H -2.679 -0.061 6.923
H 2.926 3.415 5.582
H -1.064 2.219 0.597
H 2.990 5.858 5.978
H -2.914 4.136 2.553
H 2.143 -0.146 0.340
H -2.083 6.941 -6.300
H -1.013 -0.123 -6.610
H -3.685 6.273 -4.487
H 1.865 0.593 2.864
H -7.439 -4.613 -1.705
H 2.903 2.609 -1.956
H 0.628 -3.051 -7.079
H -3.310 3.453 -5.442
H 0.510 2.286 -1.954
H -1.194 -1.950 -1.954
H 4.492 4.561 -3.257
H 4.316 5.560 7.319
H -1.086 1.277 7.591
H 2.219 -2.273 -7.352
H 2.141 -3.951 -3.797
H -2.716 0.194 -7.167
H 3.878 3.031 6.957
H -1.742 -1.093 -0.431
H 6.437 4.686 -4.517
H -4.441 3.539 1.948
H 2.408 1.092 -2.337
H 4.324 -2.275 5.235
H -2.395 -1.581 6.168
H -1.689 1.496 -0.852
```